{
  "formula": "C22H24N4O3S",
  "method": "the ωB97M-V functional and the def2-TZVPD basis",
  "species": ["C", "C", "N", "C", "C", "O", "N", "C", "C", "C", "S", "O", "O", "C", "C", "N", "C", "C", "C", "C", "C", "C", "C", "N", "C", "C", "C", "C", "C", "C", "H", "H", "H", "H", "H", "H", "H", "H", "H", "H", "H", "H", "H", "H", "H", "H", "H", "H", "H", "H", "H", "H", "H", "H"],
  "positions_angstrom": [[-3.01553, -1.02612, 2.64202], [-2.51049, -1.06739, 1.20312], [-1.12041, -1.48933, 1.12522], [-0.90007, -2.90469, 1.01277], [-0.56427, -3.38759, -0.40952], [-0.29141, -4.54384, -0.65244], [-0.63036, -2.41484, -1.33719], [-0.25459, -2.60103, -2.71884], [1.23793, -2.26989, -2.94413], [1.43575, -0.77356, -2.77320], [-0.22430, -0.05899, -3.05126], [-0.21623, 0.91435, -4.10261], [-0.78671, 0.33541, -1.78258], [-1.03851, -1.61771, -3.56152], [-0.16547, -0.52203, 1.21600], [-0.64638, 0.66142, 1.55292], [0.15311, 1.73141, 1.60263], [-0.46787, 3.00368, 1.98332], [-1.82947, 3.07157, 2.26826], [-2.40429, 4.27493, 2.62953], [-1.62925, 5.42092, 2.70922], [-0.27386, 5.36001, 2.42535], [0.30604, 4.15938, 2.06454], [1.43889, 1.71931, 1.34591], [1.99031, 0.53615, 1.02345], [3.37460, 0.53464, 0.75183], [4.01967, -0.61978, 0.41082], [3.29689, -1.81375, 0.32701], [1.94867, -1.84341, 0.58631], [1.24362, -0.67897, 0.94382], [-4.05740, -0.71836, 2.66202], [-2.42627, -0.31385, 3.21234], [-2.93302, -2.00468, 3.11095], [-3.10786, -1.76376, 0.60845], [-2.57901, -0.07251, 0.75989], [-0.11802, -3.24704, 1.69732], [-1.81493, -3.42466, 1.31196], [-0.80430, -1.45499, -1.05360], [-0.44455, -3.64996, -2.97285], [1.51107, -2.58164, -3.95301], [1.84475, -2.83504, -2.23645], [1.73791, -0.49489, -1.76832], [2.10976, -0.33616, -3.50071], [-0.89185, -1.75331, -4.62740], [-2.09279, -1.57181, -3.31238], [-2.42122, 2.17261, 2.20036], [-3.46120, 4.32307, 2.84991], [-2.08122, 6.36091, 2.99167], [0.32983, 6.25408, 2.48668], [1.35880, 4.09146, 1.84013], [3.89241, 1.47733, 0.82972], [5.08007, -0.61899, 0.20592], [3.80464, -2.72823, 0.05686], [1.45627, -2.79406, 0.49641]],
  "forces_ev_per_a": [[0.1, 0.0, -0.3], [-0.4, 0.2, 0.2], [0.0, -0.1, -0.1], [0.3, -0.3, -0.1], [-0.3, 0.3, 0.1], [0.2, -0.4, 0.1], [-0.1, 0.2, 0.0], [0.2, -0.8, 0.0], [0.0, -0.5, 0.1], [-0.6, 0.2, -0.1], [0.1, 0.2, -0.7], [0.1, 0.0, -0.3], [-0.1, 0.0, 0.4], [0.5, 0.6, 0.3], [0.0, 0.4, 0.2], [-0.1, -0.3, 0.0], [0.7, -0.5, -0.2], [-0.2, 0.5, 0.1], [0.1, -0.1, 0.0], [-0.1, 0.1, 0.0], [0.0, 0.0, 0.0], [0.0, 0.1, 0.0], [0.0, -0.1, 0.0], [-0.2, 0.6, 0.2], [-0.2, -0.5, 0.0], [0.1, -0.2, -0.1], [0.0, 0.2, 0.0], [-0.2, -0.3, 0.0], [0.2, -0.2, -0.1], [0.3, 0.5, 0.1], [-0.1, 0.0, 0.1], [0.0, 0.1, 0.1], [0.0, -0.1, 0.1], [0.1, 0.0, 0.0], [-0.1, -0.2, 0.0], [-0.1, 0.0, -0.2], [0.1, 0.1, 0.0], [-0.1, -0.3, 0.2], [0.0, 0.2, -0.1], [0.0, 0.0, 0.0], [0.0, 0.0, -0.1], [0.0, 0.1, 0.1], [0.0, 0.1, -0.1], [0.1, 0.0, -0.1], [-0.1, 0.1, 0.0], [-0.1, -0.1, 0.0], [-0.1, 0.0, 0.0], [0.0, 0.1, 0.0], [0.0, 0.1, 0.0], [0.1, 0.0, 0.0], [0.0, 0.1, 0.0], [0.1, 0.0, 0.0], [0.0, -0.1, 0.0], [0.0, -0.1, 0.0]],
  "lumo_ev": 0.18,
  "e_homo_ev": -8.13,
  "de_lowest_kcal_mol": 16.4,
  "smiles": "CCN(CC(=O)N[C@@H]1CCS(=O)(=O)C1)c1nc(-c2ccccc2)nc2ccccc12",
  "total_charge": 0,
  "homo_lumo_gap_ev": 8.31
}